Entry 1:
# C31H46HfN2O6P2

C31H46HfN2O6P2 as an isolated structure in a non-equilibrium geometry (the ωB97M-V functional and the def2-TZVPD basis, OMol25).

Geometry as XYZ:
```
88
Properties=species:S:1:pos:R:3:forces:R:3
Hf 0.102469 -0.442570 0.747537 -0.302 -1.330 3.205
C -0.341917 -2.795092 1.325949 1.060 0.330 -0.084
C 0.995079 -2.701638 0.787748 -0.276 -0.008 0.795
C 0.988377 -1.709422 2.892307 -0.571 -0.175 -1.035
C -0.329343 -2.202660 2.635511 0.987 0.414 -0.601
C 1.792551 -1.959668 1.731042 -0.819 -0.342 -0.096
C -1.531458 -3.486978 0.746126 -0.387 -0.262 -0.179
H -1.261875 -4.107843 -0.119305 -0.138 0.165 0.307
H -2.307682 -2.764748 0.438076 0.107 -0.363 0.061
H -1.992819 -4.136691 1.503564 0.136 0.102 -0.290
C -1.518317 -2.134645 3.521217 -0.383 0.274 0.233
H -2.164634 -3.011216 3.388077 0.181 0.224 0.112
H -2.109478 -1.244946 3.254829 -0.140 -0.231 0.179
H -1.249648 -2.035170 4.581313 -0.058 -0.098 -0.339
C 1.506225 -1.052206 4.116513 0.063 0.515 0.297
H 0.845530 -1.198272 4.978459 0.234 -0.026 -0.198
H 1.573090 0.032610 3.938159 0.131 -0.150 0.238
H 2.518688 -1.405920 4.363152 -0.370 0.061 -0.051
C 3.254824 -1.672816 1.646406 0.446 0.051 -0.113
H 3.774911 -2.127428 2.500459 -0.037 0.077 -0.256
H 3.462895 -0.592852 1.683479 0.055 -0.271 0.091
H 3.694516 -2.070690 0.721625 -0.095 0.085 0.296
C 1.565720 -3.463483 -0.355594 0.286 -0.328 -0.550
H 2.169802 -4.311504 0.007748 -0.219 0.285 -0.022
H 2.243622 -2.846744 -0.965397 -0.194 -0.203 0.028
H 0.786701 -3.883434 -1.001329 0.238 0.095 0.103
C -1.598316 0.528612 -4.881647 -0.825 -1.006 -0.186
C -1.668481 -0.816400 -4.974483 -0.597 1.123 -0.525
C -0.803251 -1.683896 -5.841151 0.038 -0.577 -0.249
C 0.680643 -1.267104 -5.943255 -0.675 -0.040 -0.274
C 1.270574 -0.638398 -4.709127 0.747 0.653 -0.209
C 1.481958 0.691312 -4.599398 0.349 -0.844 -0.428
C 0.700818 1.754289 -5.320994 0.231 0.382 -0.552
C -0.771453 1.445114 -5.739450 0.321 0.500 -0.098
H -1.212967 -1.727732 -6.868097 0.009 -0.012 0.417
H 0.798735 -0.590278 -6.807959 0.072 -0.194 0.509
H -0.859959 -2.720818 -5.468631 -0.034 0.297 -0.083
H -0.784641 1.106612 -6.784744 -0.041 -0.082 0.341
H -2.330005 1.039996 -4.234382 0.293 -0.337 -0.411
H -2.514933 -1.338950 -4.503402 0.423 0.295 0.036
H -1.293577 2.417376 -5.731841 0.222 -0.356 -0.206
H 0.693618 2.661974 -4.690178 0.087 -0.339 -0.115
H 2.368374 1.058700 -4.061541 -0.777 -0.190 0.471
H 1.246908 2.065874 -6.234591 -0.217 -0.058 0.377
H 1.269088 -2.171330 -6.182381 -0.166 0.437 0.104
H 1.681844 -1.332322 -3.964901 0.420 0.265 -0.407
P -1.366546 -0.223950 -1.336796 -0.081 -0.032 -1.671
P 1.909166 0.925502 -0.479541 0.707 1.403 -0.955
C -0.446027 1.120582 -2.232661 -0.063 0.112 -0.277
C 0.780552 1.846222 -1.637939 -0.104 0.073 0.368
H -1.193734 1.872675 -2.534683 0.248 -0.243 0.276
H -0.139570 0.622173 -3.158640 -0.064 0.094 0.294
H 1.437268 2.183447 -2.457975 -0.382 -0.020 0.238
H 0.452672 2.742794 -1.083496 0.176 -0.358 -0.064
C 2.613313 2.305890 0.467004 0.021 0.030 0.577
H 3.333132 1.912398 1.196330 -0.062 0.156 -0.178
H 1.812907 2.828989 1.012023 0.248 -0.166 -0.227
H 3.118568 3.022148 -0.196032 -0.119 -0.298 0.057
C 3.296336 0.286952 -1.453654 0.174 -0.626 -0.154
H 3.560890 0.973858 -2.269024 -0.087 -0.106 0.356
H 3.045582 -0.693856 -1.884432 0.112 0.312 0.014
H 4.166587 0.150198 -0.795389 -0.264 0.065 -0.169
C -3.118272 -0.019131 -1.720954 -0.670 -0.021 0.537
H -3.670735 -0.776406 -1.141499 0.079 0.250 -0.228
H -3.386232 -0.123078 -2.781664 0.411 -0.012 0.340
H -3.438951 0.971286 -1.362382 0.089 -0.302 -0.113
C -0.794361 -1.795768 -2.119434 -0.052 -0.115 0.030
H 0.260077 -2.006000 -1.897760 -0.148 0.182 0.044
H -0.888917 -1.754410 -3.207334 0.029 0.142 0.313
H -1.385676 -2.642182 -1.742417 0.130 0.350 -0.053
O -0.251238 3.222562 1.771913 -0.341 -1.683 0.287
C -0.556823 2.237025 2.422093 -0.027 1.564 0.397
O -0.438337 0.971421 1.976636 0.159 0.375 -0.515
C -1.051044 2.353024 3.828524 -0.349 -0.155 0.779
C -1.083240 1.237231 4.683824 0.074 0.295 0.195
C -1.386325 1.413332 6.042377 0.145 1.165 -1.142
C -1.769526 2.666274 6.540885 0.082 0.013 -0.459
C -1.817265 3.759898 5.661384 0.542 -1.773 -1.085
C -1.429380 3.617586 4.308220 -0.160 -0.032 0.765
N -2.290849 5.026658 6.163455 -1.188 3.219 1.633
O -2.604301 5.097881 7.376638 0.805 -0.559 -2.709
O -2.375537 5.996962 5.381820 0.372 -2.313 1.154
N -1.201585 0.307216 6.956308 0.057 -2.258 2.567
O -0.806780 -0.798312 6.500585 -0.798 2.331 0.560
O -1.429620 0.495586 8.168653 0.473 -0.186 -2.919
H -0.839335 0.250400 4.297627 0.012 0.336 0.294
H -2.028681 2.794774 7.584395 0.042 -0.007 -0.060
H -1.421000 4.463547 3.627457 -0.044 -0.009 0.258
```
Positions in Å, forces in eV/Å.

Computed properties:
Kohn-Sham gap	6.8	eV
LUMO energy	-7.34	eV
net charge	+2

---

Entry 2:
# C31H46N2O5RbS2

C31H46N2O5RbS2 as an isolated structure in a non-equilibrium geometry (the ωB97M-V functional and the def2-TZVPD basis, OMol25).

Geometry as XYZ:
```
87
Properties=species:S:1:pos:R:3:forces:R:3
C -0.778672 2.734522 7.479524 0.120 0.736 -0.455
C -1.742477 3.515895 6.525778 -0.097 -0.342 0.879
C -2.931767 2.674184 6.001942 0.317 -0.583 -1.129
C -2.472163 1.330086 5.349703 0.944 0.171 1.027
C -1.271139 1.502306 4.380190 -0.739 0.049 -0.665
C -1.422104 2.640324 3.326628 0.068 -1.003 -0.722
C -0.094714 2.730194 2.503039 -0.378 0.068 0.262
C 0.768461 3.973550 2.826840 -0.094 -0.455 -0.345
C 2.247820 3.895566 2.261720 -1.152 0.820 -0.332
C 2.336071 3.086177 0.978516 0.660 -1.770 0.363
C 2.212425 3.632458 -0.325818 0.199 -0.712 0.722
C 2.270520 2.804817 -1.423324 0.061 -2.567 -2.243
C 2.121361 3.579345 -2.859824 1.551 -1.008 1.026
S 0.426382 4.358682 -2.953421 -1.757 -1.254 3.028
O -0.455758 3.537408 -2.059038 1.777 0.972 -2.870
O 0.500282 5.738288 -2.602075 0.475 0.181 -0.797
C 2.474744 1.247626 -1.284575 -0.364 3.405 -1.154
C 2.616844 0.795056 0.007104 -0.334 -0.688 -0.653
C 2.553038 1.683323 1.105455 -0.229 0.543 -0.232
S 2.847529 -1.021777 0.149644 -0.586 0.453 -0.096
C 1.665910 -1.641852 -1.121760 0.630 0.964 0.746
C 0.848376 -2.788836 -0.908428 -0.645 -0.387 -0.747
C 0.933701 -3.595398 0.390948 0.104 0.692 0.346
C -0.387017 -3.442306 1.192361 -0.510 -0.063 -0.642
O -0.309555 -4.016856 2.498134 -0.260 0.868 0.155
C 0.039684 -3.091098 3.461504 1.938 -0.590 0.698
O 1.131017 -3.155688 3.964489 -0.931 0.176 -0.254
C -0.071791 -3.189782 -1.906099 0.921 0.556 0.652
C -0.253005 -2.485151 -3.138725 0.298 -0.418 1.054
C -1.320501 -2.966646 -4.142100 0.050 0.744 0.612
C -2.645045 -3.450108 -3.460821 -0.373 0.120 -0.991
O -3.096372 -4.690142 -4.005805 0.488 0.186 1.330
C -2.558535 -5.809383 -3.291406 0.694 -0.892 -0.783
C -1.182690 -6.271572 -3.884548 -0.357 1.244 0.070
C 0.561940 -1.387316 -3.348990 1.946 2.688 -0.050
C 0.328718 -0.646485 -4.788970 -0.078 -2.366 -1.662
N 0.564212 -1.570532 -5.905419 0.043 0.227 0.688
C 2.008247 -1.786437 -6.150913 -0.391 0.063 -0.500
C 1.628719 -0.891477 -2.269889 -2.194 -0.958 -2.850
N 2.536632 0.283774 -2.423806 -0.158 -0.917 2.484
H -0.250929 3.500549 8.078865 -0.316 -0.609 0.104
H 0.025755 2.213196 6.927214 -0.556 0.035 0.199
H -1.318601 2.008124 8.105484 0.282 0.379 -0.027
H -2.172370 4.363787 7.092727 0.235 -0.312 -0.265
H -1.116716 3.959285 5.734301 -0.471 -0.203 0.062
H -3.464267 3.237129 5.208457 0.047 -0.061 0.615
H -3.647610 2.411888 6.802482 0.331 0.425 -0.245
H -2.108945 0.693748 6.186673 -0.200 0.157 -0.462
H -3.304628 0.754763 4.902471 0.308 0.561 -0.025
H -0.295897 1.627519 4.880036 -0.509 -0.036 0.155
H -1.199889 0.558342 3.796429 0.193 0.437 0.277
H -1.764577 3.602209 3.735661 0.373 -0.305 -0.048
H -2.205101 2.312141 2.610925 0.172 0.292 0.451
H -0.350845 2.710957 1.427169 0.291 0.122 0.365
H 0.457815 1.788643 2.699739 -0.121 0.505 -0.105
H 0.829457 4.108156 3.921106 -0.049 0.016 -0.415
H 0.235953 4.848874 2.407107 0.381 -0.298 0.246
H 2.884241 3.511321 3.072476 0.015 0.011 -0.613
H 2.522227 4.936957 2.014775 0.261 -0.453 0.350
H 2.070260 4.709975 -0.478296 0.065 -0.434 0.171
H 2.916354 4.346288 -2.875605 -0.796 0.047 -0.049
H 2.349478 2.906530 -3.745969 0.351 1.940 1.225
H -0.007999 4.196779 -4.290531 0.458 0.168 0.906
H 2.647425 1.228325 2.099694 0.009 0.381 -0.381
H 1.732562 -3.178603 1.032424 -0.252 -0.373 -0.355
H 1.172376 -4.653253 0.183944 -0.242 0.440 0.140
H -0.667561 -2.374384 1.279620 0.194 -0.325 -0.173
H -1.207673 -3.951690 0.653110 0.311 0.211 0.337
H -0.659789 -2.313324 3.835855 -0.356 -0.503 -0.808
H -0.661393 -4.087538 -1.682255 0.231 0.410 -0.254
H -0.871462 -3.719125 -4.807533 -0.341 0.138 0.375
H -1.603596 -2.130193 -4.803494 0.236 -0.490 0.252
H -2.605121 -3.473300 -2.358119 0.146 -0.151 -0.389
H -3.440366 -2.725398 -3.721995 0.394 -0.297 0.164
H -2.409979 -5.591960 -2.217790 -0.486 -0.020 -0.319
H -3.279940 -6.628726 -3.431886 0.147 0.370 0.270
H -1.198252 -5.969879 -4.948117 0.053 -0.656 0.335
H -0.988953 -7.343066 -3.744403 -0.084 0.390 -0.101
H -0.370847 -5.669970 -3.428434 -0.208 -0.523 -0.144
H -0.799630 -0.300583 -4.878001 2.199 -0.312 0.337
H 1.027883 0.239641 -4.951336 -1.033 -5.297 -2.844
H 0.119278 -1.192209 -6.734465 0.043 -0.148 0.084
H 2.296308 -1.251308 -7.076884 0.123 -0.361 0.400
H 2.189587 -2.866044 -6.278072 0.226 0.524 0.128
H 2.618333 -1.382132 -5.324096 -0.202 -0.354 -0.221
H 2.415433 0.753655 -3.298388 3.132 -1.670 1.280
Rb 0.832888 1.429160 -3.760839 -6.643 7.280 3.045
```
Positions in Å, forces in eV/Å.

Computed properties:
Kohn-Sham gap	7.6	eV
LUMO energy	-3.60	eV
net charge	+1

---

Entry 3:
# C31H46N4P2SiZn

C31H46N4P2SiZn as an isolated structure in a non-equilibrium geometry (the ωB97M-V functional and the def2-TZVPD basis, OMol25).

Geometry as XYZ:
```
85
Properties=species:S:1:pos:R:3:forces:R:3
Zn -0.560477 -2.511471 1.308129 -0.517 -1.107 0.657
C 1.439875 3.781911 -4.708486 0.457 -0.056 0.145
C 1.805602 3.966905 -3.438940 0.318 0.021 -0.482
C 1.357034 5.080620 -2.542524 -0.043 0.209 0.370
C -0.087287 5.594639 -2.731741 0.072 0.270 0.284
C -1.109378 4.496029 -2.866215 -0.312 -0.074 -0.073
C -1.488798 3.913152 -4.005127 -0.265 0.348 0.259
C -0.984860 4.265446 -5.377309 0.167 -0.134 -0.429
C 0.515014 4.651751 -5.506233 -0.403 0.063 -0.447
C -2.355594 -3.393042 1.115426 -0.003 0.057 -0.577
H 1.877120 2.957364 -5.279821 -0.070 0.089 0.330
H 2.578480 3.323677 -3.006698 -0.332 0.031 -0.196
H 2.048315 5.934262 -2.652412 -0.140 -0.207 0.100
H 1.454919 4.748165 -1.497186 0.060 0.030 -0.228
H -0.335585 6.169206 -1.821315 0.078 -0.070 -0.418
H -0.120577 6.304629 -3.568843 -0.163 -0.273 0.257
H -1.594232 4.204952 -1.928213 0.112 -0.110 -0.319
H -2.300555 3.178389 -3.990882 0.337 0.127 0.171
H -1.586052 5.092025 -5.796784 0.104 -0.274 0.118
H -1.153459 3.403720 -6.042644 -0.061 0.211 0.227
H 0.769005 4.517136 -6.572477 -0.035 0.219 0.379
H 0.642387 5.718835 -5.285669 0.131 -0.346 -0.010
H -2.177512 -4.444846 0.838955 -0.284 0.251 0.193
H -2.964582 -2.919441 0.338495 -0.142 -0.444 0.384
H -2.901413 -3.334610 2.069667 0.223 -0.230 -0.248
P -1.649079 -0.188149 1.012171 -1.871 0.735 -0.129
P 1.415594 -0.397359 0.893698 2.113 0.675 -1.179
N -2.954504 -0.095418 -0.148694 0.112 -0.195 -0.429
N -2.517301 0.197274 2.504491 0.002 -0.066 0.307
N 1.817440 -0.300196 -0.809950 -0.337 0.031 -0.558
N 3.071135 -0.242271 1.452533 0.303 0.189 0.968
C -0.751114 1.369523 0.659214 0.162 0.419 0.172
C 0.721522 1.289677 1.132601 0.173 0.380 0.183
C -3.190685 -1.063129 -1.141052 -0.638 0.602 -0.049
C -4.294560 -0.684241 -1.881121 0.835 0.183 0.625
C -4.723254 0.592300 -1.382176 0.651 -0.101 0.647
C -3.889783 0.930641 -0.330635 -0.136 -0.435 -0.446
C -3.449809 -0.642177 3.140816 0.215 0.701 0.641
C -3.833839 -0.060510 4.342926 0.602 0.056 -1.097
C -3.118487 1.178201 4.461347 0.315 -0.381 -0.818
C -2.318796 1.302104 3.341847 -0.470 -0.370 0.237
C 1.583858 -1.341334 -1.718694 0.074 0.892 -0.432
C 1.757000 -0.854979 -3.004274 -0.033 0.075 0.799
C 2.122012 0.527557 -2.897546 -0.012 -0.328 1.264
C 2.183724 0.829634 -1.545561 -0.498 -0.625 -0.826
C 4.195897 0.358247 0.870778 0.445 -0.462 1.026
C 5.284515 0.178105 1.716569 -1.459 -0.072 -0.245
C 4.810311 -0.504733 2.886242 -0.755 0.105 -0.521
C 3.461878 -0.746576 2.704710 0.640 0.405 -0.549
H -1.268226 2.208792 1.148120 0.179 -0.144 -0.349
H -0.811668 1.546243 -0.430591 0.052 -0.289 0.391
H 1.346376 2.035357 0.616563 -0.315 -0.152 0.317
H 0.798966 1.483538 2.218947 -0.053 -0.073 -0.360
H -2.548207 -1.925741 -1.227914 -0.132 0.134 0.003
H -4.744822 -1.256866 -2.681148 0.148 0.133 0.081
H -5.546794 1.186387 -1.761373 0.172 -0.101 0.166
H -3.860568 1.807919 0.302274 -0.118 -0.166 -0.047
H -3.750098 -1.576785 2.695500 0.014 0.127 -0.062
H -4.548728 -0.457831 5.052830 0.133 0.002 -0.219
H -3.193375 1.895892 5.265419 0.070 -0.084 -0.084
H -1.621556 2.073169 3.060893 -0.081 0.027 0.166
H 1.346724 -2.330722 -1.355294 -0.067 0.061 -0.055
H 1.640518 -1.406239 -3.927558 0.009 -0.022 0.208
H 2.298977 1.229576 -3.695208 0.087 -0.146 -0.015
H 2.493066 1.735936 -1.050636 -0.225 0.021 -0.126
H 4.132930 0.870278 -0.070020 0.087 -0.186 -0.084
H 6.294049 0.487761 1.514405 0.044 0.098 -0.015
H 5.393413 -0.772153 3.754067 -0.075 -0.062 -0.067
H 2.734639 -1.240526 3.330314 0.151 -0.021 -0.043
C -0.683819 -5.397607 3.631339 0.063 -0.099 0.081
Si 0.897711 -5.035262 2.658750 0.041 -0.304 0.256
C 2.346005 -5.676766 3.715513 0.011 0.067 -0.044
C 0.848123 -6.102846 1.095463 0.115 0.065 -0.090
C 1.030564 -3.212450 2.274972 0.141 -0.225 -0.019
H -0.765982 -6.474770 3.855036 0.070 0.329 -0.047
H -1.580617 -5.107963 3.074709 0.117 -0.011 0.076
H -0.684611 -4.856199 4.587741 -0.033 -0.101 -0.158
H 2.277875 -6.762028 3.876414 -0.041 0.198 -0.059
H 3.317149 -5.476437 3.239305 -0.221 -0.008 0.093
H 2.356352 -5.201522 4.707491 -0.003 -0.052 -0.231
H -0.049859 -5.916066 0.492279 0.134 0.013 0.104
H 1.726300 -5.917158 0.458530 -0.190 -0.059 0.125
H 0.850742 -7.171788 1.360448 0.006 0.295 -0.036
H 1.094478 -2.632795 3.210488 0.019 -0.113 -0.085
H 1.932908 -2.983919 1.690539 -0.036 -0.161 0.190
```
Positions in Å, forces in eV/Å.

Computed properties:
Kohn-Sham gap	7.7	eV
LUMO energy	-0.05	eV

---

- Among the records above, which one has the highest Kohn-Sham gap?
  C31H46N4P2SiZn

---

- The highest LUMO energy belongs to which entry?
  C31H46N4P2SiZn

---

- LUMO energy of number 1 (C31H46HfN2O6P2)?
  -7.34 eV